--- P ---
A cluster of 3 separate species, C5H14N2 in total. Source: OMol25; level of theory: ωB97M-V with the def2-TZVPD basis set.

## Properties
lowest unoccupied orbital energy (alpha / beta) = 0.029 / 0.030 Eh
HOMO energy (alpha / beta) = -6.618 / -5.812 eV
Kohn-Sham gap (alpha / beta) = 7.40 / 6.62 eV

Geometry as XYZ:
```
21
C5H14N2 ωB97M-V with the def2-TZVPD basis set
C 0.27 -0.46 -0.19
C -0.08 -0.19 1.11
C -0.13 1.89 0.34
C 1.70 -0.47 -0.63
C -0.78 -0.72 -1.21
N 0.08 -2.31 1.43
N -1.40 2.20 -0.20
H -1.41 2.87 -0.96
H -2.12 2.40 0.47
H 1.03 -2.69 1.37
H -0.50 -2.92 0.85
H 0.67 0.00 1.87
H -1.11 -0.19 1.43
H 0.07 2.25 1.35
H 0.69 2.11 -0.34
H 1.84 0.21 -1.48
H -1.19 0.24 -1.55
H 2.38 -0.19 0.17
H 1.97 -1.47 -0.97
H -0.38 -1.26 -2.07
H -1.61 -1.28 -0.79
```

--- Q ---
A cluster of 2 separate species, C5H14N2 in total. Source: OMol25; level of theory: ωB97M-V with the def2-TZVPD basis set.

## Properties
lowest unoccupied orbital energy = 0.041 Eh
HOMO energy = -7.589 eV
SMILES = C/C=C/N.CNC
Kohn-Sham gap = 8.71 eV

Geometry as XYZ:
```
21
C5H14N2 ωB97M-V with the def2-TZVPD basis set
C -0.16 0.00 2.66
C 0.79 -0.90 1.96
C 0.55 -1.45 0.71
N 1.45 -2.25 0.00
H -1.01 0.40 1.99
H -0.69 -0.52 3.42
H 0.37 0.90 3.13
H 1.79 -1.09 2.40
H -0.41 -1.32 0.21
H 1.05 -2.96 -0.60
H 2.20 -2.65 0.60
C -0.17 2.23 -0.86
N -1.05 1.11 -1.27
C -1.14 0.82 -2.71
H 0.79 2.03 -1.32
H -0.54 3.16 -1.34
H -0.11 2.35 0.24
H -2.03 1.28 -1.07
H -1.33 1.74 -3.35
H -1.87 -0.02 -2.85
H -0.17 0.39 -3.11
```

--- R ---
The molecule C5H14N2. Source: OMol25; level of theory: ωB97M-V with the def2-TZVPD basis set.

## Properties
lowest unoccupied orbital energy = 0.042 Eh
HOMO energy = -8.565 eV
SMILES = C[C@H](N)CN(C)C
Kohn-Sham gap = 9.71 eV

Geometry as XYZ:
```
21
C5H14N2 ωB97M-V with the def2-TZVPD basis set
C 0.22 -0.84 2.08
C 0.99 -0.16 0.89
N 2.08 0.70 1.40
C 0.25 0.64 -0.16
N -0.50 -0.29 -1.04
C -0.25 0.07 -2.44
C -1.99 -0.21 -0.84
H 0.49 -1.90 2.09
H 0.51 -0.42 3.05
H -0.85 -0.73 1.90
H 1.42 -1.04 0.38
H 1.68 1.40 2.01
H 2.79 0.14 1.85
H -0.53 1.35 0.21
H 0.96 1.28 -0.70
H 0.81 -0.05 -2.65
H -0.40 1.17 -2.55
H -0.84 -0.53 -3.14
H -2.10 -0.31 0.25
H -2.38 0.76 -1.16
H -2.34 -1.04 -1.44
```

It comes down to R, which is 0.0147 hartree more stable than the next structure.

--- P ---
A structure of composition C5H14N2. Source: OMol25; level of theory: ωB97M-V with the def2-TZVPD basis set.

## Properties
lowest unoccupied orbital energy = 0.035 Eh
HOMO energy = -7.116 eV
Kohn-Sham gap = 8.05 eV

Geometry as XYZ:
```
21
C5H14N2 ωB97M-V with the def2-TZVPD basis set
C -0.95 -2.51 0.96
C -0.72 -1.04 0.80
N 0.32 -0.42 1.40
N -1.83 1.05 0.11
C -1.36 -0.28 -0.20
H 0.80 0.18 0.60
H 0.99 -1.04 1.84
H -1.87 1.62 -0.73
H -1.18 1.52 0.73
H -2.09 -0.82 -0.80
H -1.54 -2.70 1.87
H -1.51 -2.91 0.12
H -0.01 -3.05 1.05
C 1.26 0.60 -1.13
C 1.61 2.03 -0.72
H 0.74 2.68 -0.79
H 1.96 2.08 0.32
H 0.97 0.58 -2.18
H 2.12 -0.06 -1.07
H -0.12 0.03 -0.84
H 2.40 2.46 -1.35
```

--- Q ---
The molecule C5H14N2. Source: OMol25; level of theory: ωB97M-V with the def2-TZVPD basis set.

## Properties
lowest unoccupied orbital energy = 0.044 Eh
HOMO energy = -8.475 eV
SMILES = CCN(C)CCN
Kohn-Sham gap = 9.66 eV

Geometry as XYZ:
```
21
C5H14N2 ωB97M-V with the def2-TZVPD basis set
C -0.54 -1.13 -2.21
C 0.36 -1.47 -0.98
N 0.60 -0.30 -0.15
C 1.86 -0.65 0.67
C -0.63 -0.07 0.67
C -0.63 1.29 1.48
N -0.90 2.40 0.54
H -1.53 -0.73 -1.89
H -0.70 -2.09 -2.84
H -0.18 -0.36 -2.92
H 0.03 -2.35 -0.58
H 1.41 -1.70 -1.30
H 1.66 -1.50 1.42
H 2.60 -0.96 0.01
H 2.19 0.22 1.29
H -0.75 -0.82 1.48
H -1.51 -0.17 0.08
H 0.15 1.61 2.22
H -1.51 1.27 2.09
H -0.34 2.40 -0.30
H -1.85 2.65 0.62
```

It comes down to Q, which is 0.0521 hartree more stable than the next structure.

--- P ---
A cluster of 2 separate species, C2H4O4 in total. Source: OMol25; level of theory: ωB97M-V with the def2-TZVPD basis set.

## Properties
lowest unoccupied orbital energy = 0.001 Eh
HOMO energy = -10.342 eV
SMILES = O=CO.O=CO
Kohn-Sham gap = 10.37 eV

Geometry as XYZ:
```
10
C2H4O4 ωB97M-V with the def2-TZVPD basis set
O -3.53 0.61 -1.22
C -2.34 0.65 -0.92
O -1.84 1.29 0.18
H -1.49 0.20 -1.46
H -0.85 1.17 0.26
O 0.61 0.01 0.68
C 1.58 -0.72 0.74
O 2.72 -0.45 0.05
H 1.84 -1.52 1.46
H 3.30 -1.24 0.22
```

--- Q ---
A cluster of 2 separate species, C2H4O4 in total. Source: OMol25; level of theory: ωB97M-V with the def2-TZVPD basis set.

## Properties
lowest unoccupied orbital energy = -0.002 Eh
HOMO energy = -9.652 eV
Kohn-Sham gap = 9.60 eV

Geometry as XYZ:
```
10
C2H4O4 ωB97M-V with the def2-TZVPD basis set
C 0.13 1.68 0.06
C -0.67 0.73 -0.16
O 1.02 -1.09 -0.50
O -1.98 -1.14 0.05
O 0.69 -1.71 0.77
O -1.66 0.09 -0.47
H -0.19 2.54 0.71
H 1.03 1.89 -0.68
H 1.90 -1.18 -0.56
H -0.27 -1.80 0.77
```

It comes down to P, which is 0.3450 hartree more stable than the next structure.

--- P ---
The molecule C3H11N3O. Source: OMol25; level of theory: ωB97M-V with the def2-TZVPD basis set.

## Properties
lowest unoccupied orbital energy = 0.034 Eh
HOMO energy = -7.835 eV
SMILES = C[C@@H](O)C(N)(N)N
Kohn-Sham gap = 8.76 eV

Geometry as XYZ:
```
18
C3H11N3O ωB97M-V with the def2-TZVPD basis set
C -0.07 -1.76 0.80
C 0.55 -0.78 -0.18
O 0.37 -1.20 -1.53
C 0.02 0.83 -0.05
N -1.36 0.72 -0.26
N 0.31 1.48 1.16
N 0.57 1.57 -1.12
H 0.05 -1.42 1.83
H -1.13 -1.90 0.60
H 0.40 -2.75 0.71
H 1.63 -0.72 -0.01
H 0.40 -2.17 -1.60
H -1.90 -0.12 -0.47
H -2.05 1.43 0.27
H 0.20 1.01 2.05
H 0.59 2.45 1.16
H 1.41 1.24 -1.59
H -0.01 2.08 -1.78
```

--- Q ---
A cluster of 2 separate species, C3H11N3O in total. Source: OMol25; level of theory: ωB97M-V with the def2-TZVPD basis set.

## Properties
lowest unoccupied orbital energy = 0.034 Eh
HOMO energy = -7.519 eV
Kohn-Sham gap = 8.46 eV

Geometry as XYZ:
```
18
C3H11N3O ωB97M-V with the def2-TZVPD basis set
C -1.16 -0.21 -1.99
N 0.20 0.86 -1.93
N -0.40 -1.32 -1.73
O -2.09 0.25 -1.06
H -1.79 -0.09 -0.21
H -1.61 -0.08 -2.98
H -0.87 -2.21 -1.62
H 0.30 1.29 -1.01
H 0.34 1.51 -2.70
H 0.70 -0.18 -1.91
C 0.93 -0.44 2.82
C 0.68 0.02 1.41
N 0.59 1.21 1.00
H 0.66 1.90 1.75
H 0.54 -0.77 0.66
H 1.03 0.40 3.51
H 1.84 -1.04 2.85
H 0.11 -1.08 3.15
```

It comes down to P, which is 0.0541 hartree more stable than the next structure.

--- P ---
A cluster of 2 separate species, CH4N2 in total. Source: OMol25; level of theory: ωB97M-V with the def2-TZVPD basis set.

## Properties
lowest unoccupied orbital energy = 0.017 Eh
HOMO energy = -9.746 eV
Kohn-Sham gap = 10.22 eV

Geometry as XYZ:
```
7
CH4N2 ωB97M-V with the def2-TZVPD basis set
C 0.44 0.10 -0.55
N 1.40 -0.76 0.05
N 1.41 0.72 0.15
H -2.55 0.37 -0.54
H -3.15 0.02 -0.84
H 1.14 -1.50 0.65
H 1.31 1.05 1.10
```

--- Q ---
The molecule CH4N2. Source: OMol25; level of theory: ωB97M-V with the def2-TZVPD basis set.

## Properties
lowest unoccupied orbital energy = 0.041 Eh
HOMO energy = -9.674 eV
SMILES = [H]/N=C\N
Kohn-Sham gap = 10.79 eV

Geometry as XYZ:
```
7
CH4N2 ωB97M-V with the def2-TZVPD basis set
H -0.66 1.10 0.79
N -0.45 1.16 -0.22
C 0.09 0.03 -0.47
N 0.35 -0.99 0.47
H 0.63 -0.24 -1.37
H 0.24 -0.66 1.42
H -0.04 -1.93 0.38
```

--- R ---
The molecule CH4N2. Source: OMol25; level of theory: ωB97M-V with the def2-TZVPD basis set.

## Properties
lowest unoccupied orbital energy = 0.042 Eh
HOMO energy = -9.654 eV
SMILES = [H]/N=C\N
Kohn-Sham gap = 10.79 eV

Geometry as XYZ:
```
7
CH4N2 ωB97M-V with the def2-TZVPD basis set
H -0.71 -0.81 1.34
N -0.99 0.11 1.01
C -0.42 0.49 -0.07
N 0.83 0.01 -0.49
H -1.05 1.09 -0.70
H 0.99 -0.48 -1.36
H 1.34 -0.41 0.27
```

It comes down to Q, which is 0.0074 hartree more stable than the next structure.

--- P ---
The molecule C11H21N5O5. Source: OMol25; level of theory: ωB97M-V with the def2-TZVPD basis set.

## Properties
lowest unoccupied orbital energy = 0.014 Eh
HOMO energy = -9.504 eV
SMILES = [H]/N=C(/N)NCCC[C@H](NC(=O)[C@@H](N)CCC(=O)O)C(=O)O
Kohn-Sham gap = 9.90 eV

Geometry as XYZ:
```
42
C11H21N5O5 ωB97M-V with the def2-TZVPD basis set
H -2.76 -1.41 -2.51
N -2.45 -1.47 -3.53
C -2.33 -0.47 -4.22
N -2.39 -0.71 -5.68
N -2.07 0.95 -3.82
C -2.67 0.97 -2.57
C -1.59 0.73 -1.51
C -1.90 0.12 -0.14
C -0.79 -0.82 0.40
N 0.40 0.01 0.24
C 0.67 0.54 1.46
O -0.10 0.24 2.63
C 2.03 1.08 1.72
N 1.79 2.17 2.76
C 2.95 -0.11 2.20
C 2.64 -0.62 3.65
C 3.21 -0.24 4.96
O 3.71 -1.10 5.67
O 3.37 1.12 5.27
C -0.60 -1.77 -0.80
O 0.37 -1.59 -1.50
O -1.50 -2.61 -1.09
H -2.57 -1.78 -6.09
H -1.52 -0.36 -6.34
H -2.20 1.61 -4.45
H -3.53 0.36 -2.43
H -2.88 1.94 -2.47
H -0.87 1.63 -1.49
H -0.90 0.11 -2.10
H -2.86 -0.23 -0.16
H -1.72 0.93 0.66
H -0.79 -1.36 1.50
H 1.11 -0.13 -0.32
H 2.76 1.52 0.98
H 2.09 3.06 2.46
H 0.80 2.01 3.35
H 4.02 0.38 2.15
H 3.10 -0.93 1.43
H 1.45 -0.55 3.57
H 2.73 -1.68 3.63
H 3.02 1.59 4.38
H -1.20 -3.13 -1.85
```

--- Q ---
A structure of composition C11H21N5O5. Source: OMol25; level of theory: ωB97M-V with the def2-TZVPD basis set.

## Properties
lowest unoccupied orbital energy = 0.006 Eh
HOMO energy = -9.080 eV
Kohn-Sham gap = 9.24 eV

Geometry as XYZ:
```
42
C11H21N5O5 ωB97M-V with the def2-TZVPD basis set
C -0.04 -0.17 -0.83
C 1.47 -0.45 -1.12
C -0.75 0.08 -2.17
C -2.31 0.28 -2.08
C -2.46 1.74 -2.07
C -4.58 3.13 -1.67
C 2.25 -1.40 1.18
C 2.62 -0.33 2.27
C 2.95 -2.63 1.47
C 2.45 -3.16 2.89
C 3.59 -3.48 3.89
H -1.06 1.03 0.50
H 0.09 1.85 -0.55
H -0.17 -1.08 -0.11
H -0.41 -0.60 -3.06
H -0.10 1.31 -2.41
H -2.78 -0.26 -3.02
H -2.78 -0.07 -1.06
H -1.62 2.05 -1.36
H -2.24 2.05 -3.05
H -3.97 1.36 -0.83
H -5.84 4.12 -0.91
H -5.08 4.63 -3.03
H -3.69 3.37 -3.53
H 3.24 -1.18 -0.77
H 1.14 -1.68 1.29
H 2.67 -3.45 0.82
H 4.11 -2.55 1.42
H 1.89 -4.05 2.66
H 1.73 -2.38 3.42
H 3.90 -1.64 3.91
H 1.30 0.96 1.43
N -0.07 1.04 0.08
N -3.77 2.00 -1.57
N -5.26 3.35 -0.62
N -4.28 3.88 -2.79
N 2.36 -0.87 -0.20
O 1.86 -0.42 -2.26
O 3.67 -0.22 2.91
O 3.76 -4.58 4.38
O 4.40 -2.42 4.22
O 1.79 0.85 2.35
```

It comes down to Q, which is 0.0995 hartree more stable than the next structure.